Density functional theory data (wB97M-V/def2-TZVPD) for one molecule with the formula C5H8N2 at a distorted geometry.

```
! RIJCOSX wB97M-V def2-TZVPD def2/J DEFGRID3
* xyz 0 1
C 1.738 -0.799 -0.221
C 0.760 0.170 0.588
N 0.318 0.638 -0.886
C -0.633 0.367 0.148
C -1.578 -0.775 -0.075
C -1.234 1.583 0.663
N -1.728 2.551 1.053
H 2.336 -1.046 0.608
H 1.259 -1.683 -0.650
H 2.436 -0.445 -1.030
H 1.182 1.020 1.160
H 0.580 1.610 -0.951
H -1.048 -1.628 -0.498
H -2.038 -1.081 0.864
H -2.360 -0.480 -0.774
*
```

Values from the calculation:
- electronic energy (eV) = -8291.447
- SMILES = C[C@H]1N[C@]1(C)C#N
- orbital gap (eV) = 10.445
- energy above the lowest of the compared OMol25 structures with the same formula, charge and spin (kcal/mol) = 81.8



Density functional theory data (wB97M-V/def2-TZVPD) for one molecule with the formula C5H8N2 at a distorted geometry.

```
! RIJCOSX wB97M-V def2-TZVPD def2/J DEFGRID3
* xyz 0 1
N -1.349 1.051 -1.300
C -0.714 0.287 -0.257
C -0.529 -1.185 -0.353
N -0.826 -2.237 -0.935
C 0.717 0.719 -0.087
C 0.337 -1.804 0.654
C 1.203 1.368 0.958
H -2.299 0.725 -1.429
H -0.849 0.870 -2.165
H -1.258 0.405 0.692
H 1.353 0.452 -0.934
H -0.107 -2.061 1.613
H 1.427 -1.983 0.658
H 2.226 1.727 0.964
H 0.570 1.605 1.809
*
```

Values from the calculation:
- electronic energy (eV) = -8290.592
- orbital gap (spin up / spin down) (eV) = 8.954 / 8.954
- energy above the lowest of the compared OMol25 structures with the same formula, charge and spin (kcal/mol) = 101.6



Density functional theory data (wB97M-V/def2-TZVPD) for one molecule with the formula C5H8N2 at a distorted geometry.

```
! RIJCOSX wB97M-V def2-TZVPD def2/J DEFGRID3
* xyz 0 1
C 0.666 -1.330 0.908
C 0.431 1.547 -0.778
C -0.875 0.973 -1.362
C -0.688 -0.306 -2.054
N -0.557 -1.321 -2.596
C 0.101 0.042 1.262
N 0.705 1.093 0.422
H 0.221 -2.104 1.540
H 0.459 -1.581 -0.136
H 1.751 -1.350 1.053
H -1.230 1.687 -2.110
H -1.684 0.834 -0.629
H 0.320 0.294 2.306
H -0.988 0.067 1.150
H 1.552 1.479 0.827
*
```

Values from the calculation:
- electronic energy (eV) = -8292.496
- orbital gap (eV) = 9.339
- energy above the lowest of the compared OMol25 structures with the same formula, charge and spin (kcal/mol) = 57.7



Density functional theory data (wB97M-V/def2-TZVPD) for C5H8N2 as an isolated structure at a distorted geometry.

```
! RIJCOSX wB97M-V def2-TZVPD def2/J DEFGRID3
* xyz 0 1
C 0.938 -0.247 -0.322
C 1.127 0.634 -1.253
C 1.703 -1.126 0.544
C -0.906 -0.786 0.398
C -1.781 0.379 0.569
N 0.855 -1.601 1.674
N -0.343 -1.403 1.524
H 0.190 1.101 -1.438
H 2.112 0.797 -1.654
H 2.093 -2.082 0.093
H 2.739 -0.754 0.979
H -1.147 -1.293 -0.438
H -2.497 0.458 -0.218
H -1.165 1.281 0.571
H -2.421 0.219 1.543
*
```

Values from the calculation:
- electronic energy (eV) = -8290.312
- orbital gap (eV) = 9.497
- energy above the lowest of the compared OMol25 structures with the same formula, charge and spin (kcal/mol) = 108.0



Density functional theory data (wB97M-V/def2-TZVPD) for one molecule with the formula C5H8N2.

```
! RIJCOSX wB97M-V def2-TZVPD def2/J DEFGRID3
* xyz 0 1
C -2.444 -0.191 -0.087
C -0.956 0.026 -0.063
C -0.319 1.236 -0.166
N 1.027 1.069 -0.079
C 1.261 -0.307 0.094
N 2.545 -0.812 -0.221
C 0.015 -1.046 0.031
H -2.703 -0.988 -0.789
H -2.820 -0.500 0.894
H -2.989 0.712 -0.385
H -0.735 2.235 -0.252
H 1.730 1.766 -0.255
H 3.229 -0.671 0.512
H 2.463 -1.804 -0.407
H 0.855 -0.627 1.176
*
```

Values from the calculation:
- electronic energy (eV) = -8291.799
- orbital gap (eV) = 8.950
- energy above the lowest of the compared OMol25 structures with the same formula, charge and spin (kcal/mol) = 73.7



Density functional theory data (wB97M-V/def2-TZVPD) for one molecule with the formula C5H8N2.

```
! RIJCOSX wB97M-V def2-TZVPD def2/J DEFGRID3
* xyz 0 1
N -0.382 1.827 -1.141
C -0.633 0.511 -0.566
C -0.621 -0.554 -1.603
N -0.617 -1.332 -2.458
C 0.374 0.236 0.559
C 1.015 -1.108 0.754
C -0.012 -0.621 1.731
H -1.077 2.035 -1.853
H 0.524 1.831 -1.602
H -1.650 0.524 -0.156
H 0.984 1.111 0.771
H 0.727 -1.909 0.078
H 2.056 -1.134 1.065
H 0.306 -0.327 2.728
H -0.994 -1.088 1.694
*
```

Values from the calculation:
- electronic energy (eV) = -8293.630
- SMILES = N#C[C@H](N)C1CC1
- orbital gap (eV) = 11.297
- energy above the lowest of the compared OMol25 structures with the same formula, charge and spin (kcal/mol) = 31.5



Density functional theory data (wB97M-V/def2-TZVPD) for one molecule with the formula C5H8N2.

```
! RIJCOSX wB97M-V def2-TZVPD def2/J DEFGRID3
* xyz 0 1
C -0.906 -0.955 -0.797
C -0.670 1.330 1.634
C -0.165 1.948 0.419
N 0.332 1.137 -0.498
C 0.220 -0.244 -0.029
N 1.483 -0.924 -0.263
C -0.331 0.033 1.364
H -0.545 -1.316 -1.764
H -1.283 -1.802 -0.217
H -1.736 -0.259 -0.945
H -0.171 3.015 0.189
H 0.783 1.389 -1.367
H 2.190 -0.595 0.390
H 1.369 -1.919 -0.097
H -0.568 -0.838 1.982
*
```

Values from the calculation:
- electronic energy (eV) = -8291.715
- SMILES = C[C@]1(N)C=C=CN1
- orbital gap (eV) = 7.411
- energy above the lowest of the compared OMol25 structures with the same formula, charge and spin (kcal/mol) = 75.7



Density functional theory data (wB97M-V/def2-TZVPD) for one molecule with the formula C5H8N2.

```
! RIJCOSX wB97M-V def2-TZVPD def2/J DEFGRID3
* xyz 0 1
C 1.211 -0.424 2.039
C 0.339 -0.233 0.832
C -0.915 -0.763 0.650
N -1.376 -0.362 -0.574
C -0.437 0.416 -1.199
N -0.752 0.910 -2.491
C 0.643 0.515 -0.348
H 2.198 -0.818 1.771
H 1.374 0.516 2.579
H 0.756 -1.131 2.741
H -1.514 -1.394 1.292
H -2.276 -0.566 -0.977
H -0.548 1.898 -2.587
H -0.257 0.410 -3.222
H 1.566 1.055 -0.533
*
```

Values from the calculation:
- electronic energy (eV) = -8294.909
- SMILES = Cc1c[nH]c(N)c1
- orbital gap (eV) = 8.938
- energy above the lowest of the compared OMol25 structures with the same formula, charge and spin (kcal/mol) = 2.0